# 1
Molecular formula: C6H14NO
Method: DFT, ωB97M-V with the def2-TZVPD basis set

Geometry as XYZ:
```
22
Properties=species:S:1:pos:R:3:nbo_charge:R:1
C 2.06771 0.76187 -1.03789 -0.5837
C 1.11435 0.71248 0.08707 -0.2670
C 0.98504 1.89750 0.95927 -0.6071
C -0.21877 0.18769 -0.42896 -0.4155
C -0.66712 -1.15471 0.16478 -0.0873
N -0.87088 -2.17763 -0.97382 -0.8659
C -2.09706 -0.85132 0.91836 -0.0140
O -2.98542 -0.97607 -0.05536 -0.9634
H 1.68543 1.59681 -1.75118 0.1798
H 2.12796 -0.07764 -1.77124 0.2199
H 3.10702 0.81033 -0.74944 0.1872
H 1.61482 -0.09845 0.64041 0.1895
H 0.08635 1.70270 1.64540 0.2185
H 1.75348 1.77822 1.71879 0.1978
H 0.89523 2.92531 0.52518 0.2016
H -1.07109 0.85371 -0.21409 0.2141
H -0.29728 0.32588 -1.59595 0.1926
H 0.06237 -1.49984 0.89686 0.1491
H -1.18940 -3.13630 -0.43575 0.3238
H -1.70524 -1.92208 -1.50817 0.3871
H -2.27409 -1.82327 1.63365 0.0400
H -2.12342 0.16483 1.33208 0.1030
```

Its structure (SMILES) is CC(C)C[C@H](N)C[O-]. The gap between HOMO and LUMO is 5.94 eV. Its calculated total energy is -9984.2527 eV. Its net charge is -1.

***

# 2
Molecular formula: C6H14NO
Method: DFT, ωB97M-V with the def2-TZVPD basis set

Geometry as XYZ:
```
22
Properties=species:S:1:pos:R:3:nbo_charge:R:1
C -0.61083 -1.97194 2.02315 -0.5960
C -1.10418 -0.87048 1.12812 -0.4109
C -0.72221 -1.09046 -0.29183 -0.4158
C 0.65048 -0.45212 -0.60447 -0.3656
C 0.87891 1.01120 -0.59312 -0.1216
N 1.98583 1.28079 -1.54294 -0.8722
C -0.29779 2.03123 -0.82532 -0.0255
O -0.11216 2.67914 -2.00068 -0.9683
H 0.36624 -2.29704 1.76826 0.2031
H -0.69593 -1.53197 3.09755 0.1854
H -1.19542 -2.81019 2.10571 0.1887
H -2.20084 -0.70144 1.24874 0.1921
H -0.87206 0.15563 1.57797 0.2084
H -0.74894 -2.08446 -0.54731 0.1845
H -1.40843 -0.68522 -1.04546 0.2124
H 0.87844 -0.86599 -1.57570 0.1989
H 1.46813 -0.96429 0.03620 0.1641
H 1.12247 1.31260 0.35900 0.1600
H 2.49083 2.04423 -1.11775 0.3413
H 1.67298 1.57124 -2.53986 0.4001
H -0.28340 2.71937 0.03633 0.0618
H -1.26214 1.52018 -0.69656 0.0753
```

Its structure (SMILES) is CCCC[C@@H](N)C[O-]. The gap between HOMO and LUMO is 5.88 eV. Its calculated total energy is -9984.7643 eV. Its net charge is -1.

***

# 3
Molecular formula: C6H14NO
Method: DFT, ωB97M-V with the def2-TZVPD basis set

Geometry as XYZ:
```
22
Properties=species:S:1:pos:R:3:nbo_charge:R:1
C 2.68633 0.90315 0.33840 -0.6067
C 1.32694 0.36266 0.72747 -0.3901
C 0.78121 -0.42743 -0.41131 -0.4150
C -0.70811 -0.69795 -0.11981 -0.1108
C -1.18596 -2.22223 -0.79748 0.0493
O -0.82853 -3.18007 0.03230 -0.9271
N -1.53188 0.36723 -0.70034 -0.6363
C -1.85768 1.59686 0.20863 -0.4276
H 3.06851 1.42180 1.22896 0.1860
H 2.60357 1.65189 -0.51162 0.1904
H 3.58786 0.26026 0.14081 0.2018
H 0.73238 1.13577 1.00626 0.1828
H 1.40264 -0.29874 1.65569 0.1957
H 0.88499 0.07672 -1.33029 0.1979
H 1.39574 -1.47490 -0.45348 0.2117
H -1.02313 -0.79270 0.98579 0.1570
H -0.66815 -2.27296 -1.82924 0.0503
H -2.25298 -2.13050 -1.05557 0.0581
H -2.57838 -0.00349 -0.77695 0.3335
H -2.32875 1.46134 1.33601 0.1311
H -0.88881 1.99417 0.51126 0.1817
H -2.61782 2.26911 -0.18548 0.1865
```

Its structure (SMILES) is CCC[C@H](C[O-])NC. The gap between HOMO and LUMO is 6.04 eV. Its calculated total energy is -9984.0262 eV. Its net charge is -1.

***

# 4
Molecular formula: C6H14NO
Method: DFT, ωB97M-V with the def2-TZVPD basis set

Geometry as XYZ:
```
22
Properties=species:S:1:pos:R:3:nbo_charge:R:1
C -0.67926 3.19334 -0.58805 -0.6182
C -0.90731 1.68449 -0.67338 -0.2103
N 0.28475 0.93139 -0.27134 -0.6310
C 0.03037 -0.50940 -0.03302 -0.0629
C -0.81952 -0.77345 1.20391 -0.6411
C 1.32748 -1.26877 0.09758 -0.4429
C 1.16158 -2.81617 -0.17034 0.0179
O 0.14970 -3.49871 0.36253 -0.9495
H -0.76643 3.48188 0.45335 0.1952
H -1.41703 3.64887 -1.24431 0.1996
H 0.31632 3.41647 -0.96951 0.2085
H -1.74637 1.32755 -0.07470 0.1658
H -1.08911 1.41010 -1.71728 0.1708
H 0.67247 1.33485 0.57743 0.3326
H -0.51885 -0.85983 -0.91390 0.1845
H -0.28131 -0.61208 2.14122 0.1848
H -1.72010 -0.14720 1.28991 0.1641
H -1.20340 -1.79594 1.15521 0.2766
H 1.76078 -1.16281 1.10390 0.1635
H 2.11221 -0.92325 -0.57132 0.1868
H 2.17482 -3.20694 0.14642 0.0579
H 1.15823 -2.85439 -1.30433 0.0474
```

Its structure (SMILES) is CCN[C@H](C)CC[O-]. The gap between HOMO and LUMO is 5.80 eV. Its calculated total energy is -9985.9028 eV. Its net charge is -1.

***

# 5
Molecular formula: C6H14NO
Method: DFT, ωB97M-V with the def2-TZVPD basis set

Geometry as XYZ:
```
22
Properties=species:S:1:pos:R:3:nbo_charge:R:1
C -1.66334 -1.64223 0.20929 -0.4836
C -1.05821 -0.49762 0.30470 0.3124
O -1.49257 0.79250 0.41034 -0.5434
C -2.75197 1.13723 -0.18744 -0.2382
C 0.56623 -0.45644 0.40465 -0.0790
C 1.32525 -1.69060 -0.12116 -0.6457
N 1.08884 0.67824 -0.41866 -0.5312
C 2.15687 1.45166 0.21179 -0.4530
H -2.75509 -1.71938 0.01057 0.2395
H -1.06055 -2.48379 -0.11535 0.2281
H -2.74618 0.82282 -1.17206 0.1920
H -2.74625 2.17296 0.03090 0.2105
H -3.42257 0.70082 0.48081 0.1977
H 0.83188 -0.29355 1.39844 0.2284
H 2.39687 -1.45069 -0.18907 0.2240
H 1.18992 -2.48232 0.64439 0.2551
H 0.98600 -2.15567 -0.97934 0.2338
H 0.29494 1.43852 -0.51717 0.4720
H 1.49817 0.38659 -1.39571 0.4563
H 3.17334 1.08366 0.14541 0.2465
H 2.33433 2.38216 -0.32477 0.2379
H 1.85408 1.82514 1.16946 0.2399
```

Its structure (SMILES) is C=C(OC)[C@@H](C)[NH2+]C. The gap between HOMO and LUMO is 10.17 eV. Its calculated total energy is -9977.9480 eV. Its net charge is +1.

***

# 6
Molecular formula: C6H14NO
Method: DFT, ωB97M-V with the def2-TZVPD basis set

Geometry as XYZ:
```
22
Properties=species:S:1:pos:R:3:nbo_charge:R:1
C -1.60968 3.18112 -1.20002 -0.6441
C -1.25148 2.20601 -0.10730 -0.1227
C -0.44543 1.17917 -0.30837 -0.2277
C 0.01545 0.23180 0.79758 -0.4693
C 0.26021 -1.16474 0.28439 -0.0566
N 0.16815 -2.18777 1.39189 -0.6760
C 1.53640 -1.36089 -0.49023 -0.0813
O 1.74284 -2.79049 -0.44105 -0.7659
H -1.07706 2.95585 -2.12775 0.2140
H -2.65262 3.04798 -1.46666 0.2320
H -1.30837 4.18341 -0.90763 0.2350
H -1.71919 2.40476 0.84729 0.2027
H -0.07541 0.91576 -1.30080 0.1958
H -0.72668 0.30283 1.60197 0.2310
H 0.91414 0.69374 1.22636 0.2320
H -0.56665 -1.44366 -0.35595 0.2240
H -0.81370 -2.34670 1.58606 0.4425
H 0.64919 -1.94025 2.26080 0.4353
H 0.65168 -3.03917 1.07415 0.4744
H 1.34547 -1.07760 -1.51760 0.2165
H 2.38087 -0.87268 -0.02790 0.1955
H 2.58186 -3.07848 -0.81922 0.5130
```

Its structure (SMILES) is C/C=C/C[C@H]([NH3+])CO. The gap between HOMO and LUMO is 9.50 eV. Its calculated total energy is -9979.4583 eV. Its net charge is +1.

***

# 7
Molecular formula: C6H14NO
Method: DFT, ωB97M-V with the def2-TZVPD basis set

Geometry as XYZ:
```
22
Properties=species:S:1:pos:R:3:nbo_charge:R:1
C 3.69650 0.58471 0.58119 -0.3666
C 3.78580 -0.69874 -0.15860 -0.3712
C 2.64772 0.27235 -0.53190 -0.3750
C -3.15161 1.20580 0.31628 -0.4123
C -2.92020 -1.18623 -0.00306 -0.4481
C 1.31791 -0.05059 -0.03924 0.5087
N -2.42926 0.18147 -0.45563 -0.5487
O 0.21146 0.33535 -0.36449 -0.6484
H 3.51518 0.34950 1.54817 0.2263
H 4.43918 1.33224 0.34650 0.2496
H 4.51783 -0.77010 -1.05771 0.2488
H 3.46966 -1.67598 0.28134 0.2392
H 2.63281 0.98499 -1.32921 0.2563
H -2.81876 2.12088 -0.03650 0.2334
H -4.09432 1.25165 -0.07791 0.2280
H -3.02622 1.08333 1.46214 0.2502
H -4.04530 -1.39365 -0.18727 0.2399
H -2.45208 -2.08002 -0.34184 0.2423
H -2.77425 -1.12131 1.13220 0.2213
H 1.26751 -0.91598 0.80939 0.1055
H -2.45138 0.11258 -1.47341 0.4333
H -1.33821 0.07773 -0.42042 0.4875
```

The gap between HOMO and LUMO is 11.21 eV. Its calculated total energy is -9977.6957 eV. Its net charge is +1.

***

# 8
Molecular formula: C6H14NO
Method: DFT, ωB97M-V with the def2-TZVPD basis set

Geometry as XYZ:
```
22
Properties=species:S:1:pos:R:3:nbo_charge:R:1
C -0.83808 1.35984 1.47203 -0.0979
O -0.53799 0.54587 2.58545 -0.7115
C -1.82955 0.61562 0.61994 -0.2605
C -2.96849 1.16451 0.20868 -0.3380
H 0.07560 1.60515 0.91496 0.1447
H -1.30132 2.29980 1.78475 0.1843
H -0.05329 1.05661 3.23339 0.4830
H -1.54859 -0.40542 0.36936 0.1946
H -3.65368 0.60659 -0.40955 0.2124
H -3.19970 2.19324 0.45147 0.2133
C 2.60600 -1.96371 0.04638 -0.6503
C 1.47786 -1.53449 -0.83352 -0.0874
C 1.19142 -0.25918 -1.06571 -0.1258
N 0.05243 0.10620 -1.90095 -0.6904
H 3.21116 -1.10964 0.33730 0.2288
H 2.18958 -2.44585 0.93186 0.2538
H 3.22388 -2.70780 -0.45318 0.2496
H 0.86578 -2.30759 -1.29217 0.2104
H 1.78163 0.54229 -0.65410 0.2361
H -0.29749 -0.68224 -2.44417 0.4446
H -0.73327 0.47854 -1.33872 0.4638
H 0.28610 0.84166 -2.56349 0.4424
```

The gap between HOMO and LUMO is 10.19 eV. Its calculated total energy is -9978.4355 eV. Its net charge is +1.

***

# 9
Molecular formula: C6H14NO
Method: DFT, ωB97M-V with the def2-TZVPD basis set

Geometry as XYZ:
```
22
Properties=species:S:1:pos:R:3:nbo_charge:R:1
C 0.52422 -0.28363 0.59670 0.4053
C -1.13152 -2.20995 -0.42583 -0.6614
C -2.12161 0.08262 -0.33480 -0.6534
C 1.83381 1.54619 1.28488 -0.4642
C 1.37811 1.30947 -1.09094 -0.4212
C -0.79681 -0.76655 -0.69277 -0.1623
N 1.22894 0.75146 0.27863 -0.1104
O 0.38983 -0.77612 1.74885 -0.5988
H -0.20855 -2.86044 -0.39193 0.2288
H -1.65188 -2.22182 0.48296 0.2017
H -1.70700 -2.58777 -1.24181 0.2629
H -2.06243 0.28465 0.68003 0.2082
H -2.27039 1.05685 -0.91263 0.2297
H -3.04469 -0.52008 -0.33184 0.2356
H 1.65242 1.03383 2.27012 0.2558
H 1.48368 2.59582 1.26134 0.2583
H 2.95267 1.52192 1.09652 0.2725
H 1.43640 0.49588 -1.74945 0.2387
H 2.25192 1.92402 -1.27782 0.2590
H 0.38028 1.75479 -1.24245 0.2576
H -0.40365 -0.54276 -1.75268 0.2251
H -0.11374 -1.58837 1.74491 0.5324
```

The gap between HOMO and LUMO (spin up / spin down) is 7.52 / 6.45 eV. As for the spin multiplicity: 3. Its calculated total energy is -9973.2486 eV. Its net charge is +1.

***

# 10
Molecular formula: C6H14NO2P
Method: DFT, ωB97M-V with the def2-TZVPD basis set

Geometry as XYZ:
```
24
Properties=species:S:1:pos:R:3:nbo_charge:R:1
C -0.57815 -0.34191 -2.07510 -0.6025
C -0.10929 1.10379 -2.23150 -0.4159
C -0.63640 2.09128 -1.16983 -0.2247
N -1.34185 1.43540 -0.04023 -0.9116
P -0.15960 1.03441 1.17761 0.7039
C -0.69546 -0.55403 1.94597 -0.7072
C 0.57898 -1.27182 2.39726 -0.5239
C 1.23245 -1.96061 1.24761 0.7976
O 0.64517 -2.54122 0.44201 -0.5646
O 2.57412 -1.85670 1.20490 -0.7031
H 0.11798 -0.99060 -2.59034 0.2049
H -1.52851 -0.48359 -2.56639 0.2056
H -0.62072 -0.68792 -1.05502 0.2147
H 0.96883 1.12527 -2.23812 0.1947
H -0.44142 1.44244 -3.20244 0.2074
H -1.23912 2.87571 -1.59824 0.2014
H 0.23927 2.60144 -0.75510 0.1649
H -1.95174 2.12233 0.38273 0.3794
H 0.95297 0.63207 0.40036 -0.0635
H -1.21797 -1.16540 1.22149 0.2473
H -1.28272 -0.39514 2.82898 0.2321
H 0.40087 -1.92688 3.23583 0.2459
H 1.26240 -0.50809 2.76086 0.2220
H 2.82989 -1.78023 0.27671 0.4952
```

Its structure (SMILES) is CCCNPCCC(=O)O. The gap between HOMO and LUMO is 8.91 eV. Its calculated total energy is -21322.3691 eV.

***

# 11
Molecular formula: C6H14NO2PS2
Method: DFT, ωB97M-V with the def2-TZVPD basis set

Geometry as XYZ:
```
26
Properties=species:S:1:pos:R:3:nbo_charge:R:1
C 0.01491 -2.40629 1.34198 -0.7342
C 0.55713 -1.92921 3.93051 -0.5248
C -0.80858 -2.57259 3.95353 -0.6002
C 0.44337 1.60539 -1.93355 -0.4083
C -1.02504 1.69235 -2.50445 -0.2210
C 0.54672 1.27449 -0.37362 -0.7392
N -1.61722 0.34955 -2.64565 -0.8658
O -1.52382 -0.50285 -0.04549 -1.0127
O 0.73111 -1.02390 -1.12031 -1.0255
P 0.04692 -0.48268 0.20808 1.6100
S 1.41481 -2.51910 2.35477 0.2492
S -1.40820 -2.70002 2.25504 0.3651
H 0.58550 -0.87565 3.89919 0.2152
H 1.22921 -2.42653 4.75266 0.2330
H -0.63481 -3.67771 4.37309 0.2236
H -1.55934 -1.99834 4.52391 0.2398
H 0.92176 0.74991 -2.60999 0.2166
H 1.02392 2.51651 -2.05032 0.2161
H -0.86278 2.16076 -3.57027 0.1726
H -1.65752 2.22509 -1.79315 0.2005
H 1.68352 1.23439 -0.08168 0.2220
H 0.07662 1.87763 0.37149 0.2167
H -1.15242 -0.12724 -3.36756 0.3591
H -2.64353 0.33607 -2.89046 0.3730
H -1.65836 -0.57749 -0.94668 0.5076
H 1.04363 -1.90485 -1.18640 0.5117
```

The gap between HOMO and LUMO is 7.57 eV. Its calculated total energy is -42991.3316 eV.

***

- The lowest calculated total energy belongs to which entry?
  C6H14NO2PS2

***

- Number 1 is which compound?
  C6H14NO

***

- Among the records above, which one has the lowest calculated total energy?
  C6H14NO2PS2

***

- What is the formula in the eleventh record?
  C6H14NO2PS2